Entry from the Open Molecules 2025 dataset: the molecule C4H6O (the ωB97M-V functional and the def2-TZVPD basis).

Calculated values
Gap between HOMO and LUMO (spin up / spin down), eV: 8.12 / 8.22
Energy relative to the best compared isomer or geometry (same formula, charge and spin), kcal/mol: 98.1
E_LUMO (spin up / spin down), eV: 0.95 / 0.78
HOMO energy (spin up / spin down), eV: -7.17 / -7.44
Total charge: 0

Cartesian coordinates (Å):
C 0.98004 0.81365 -0.01265
C 2.13897 -0.21870 -0.08188
C 0.06180 -0.35278 0.28262
C -1.34258 -0.78186 -0.11373
O 1.15344 -1.20234 0.10059
H 1.20730 1.63944 0.53169
H 0.62404 1.24382 -0.96372
H 3.17822 -0.44364 0.26304
H -1.68785 -1.70390 0.43454
H -1.31044 -0.73499 -1.22021
H -1.96983 -0.03027 0.10186

Here are the natural (NBO) charges for atoms 1 to 6, given in e:
1. C -0.535
2. C 0.020
3. C 0.282
4. C -0.675
5. O -0.433
6. H 0.232